# 1
Computed, not measured: a cluster of 3 separate species, C11H23INO6S in total in a non-equilibrium geometry, with ωB97M-V/def2-TZVPD.

Geometry as XYZ:
```
43
Properties=species:S:1:pos:R:3:forces:R:3:nbo_charge:R:1
C 2.008 -0.479 -0.188 -0.1 0.0 0.1 -0.62
C 2.788 0.547 0.625 0.0 -0.3 -0.2 -0.44
C 4.287 0.554 0.306 -0.9 2.4 -0.9 0.03
I 5.176 -1.455 1.280 0.3 -0.7 0.5 -0.47
N 4.487 0.732 -1.002 -0.3 -1.3 -0.2 -0.84
S 6.004 0.386 -1.625 0.3 0.6 0.1 0.12
H 2.198 -0.322 -1.250 0.0 -0.1 0.0 0.22
H 0.936 -0.383 0.011 0.0 0.0 -0.1 0.18
H 2.317 -1.489 0.085 0.0 0.0 -0.1 0.22
H 2.440 1.549 0.350 -0.1 0.0 0.3 0.19
H 2.625 0.349 1.686 0.1 0.3 0.0 0.20
H 4.777 1.300 0.953 0.5 -0.9 0.5 0.14
H 5.601 0.242 -2.893 0.0 0.0 -0.1 0.07
C -3.784 4.504 0.978 0.1 0.0 -0.1 -0.64
C -2.750 3.515 1.470 -0.1 0.0 0.2 -0.07
O -1.800 3.171 0.451 0.0 0.1 0.0 -0.49
C -0.860 4.090 0.211 0.0 0.0 0.1 0.98
O -0.747 5.146 0.783 0.0 0.0 -0.1 -0.66
O -0.077 3.637 -0.760 0.0 0.0 0.0 -0.48
C 0.950 4.546 -1.175 0.2 0.0 0.0 -0.26
H -4.278 4.122 0.084 0.0 0.0 0.0 0.21
H -4.537 4.670 1.750 0.0 0.0 0.0 0.21
H -3.321 5.458 0.734 0.0 0.0 0.0 0.23
H -3.217 2.569 1.736 0.0 0.0 -0.1 0.19
H -2.223 3.893 2.346 0.1 0.1 -0.1 0.19
H 1.543 4.878 -0.326 -0.1 0.0 0.0 0.20
H 0.506 5.406 -1.676 0.0 0.0 0.0 0.18
H 1.584 3.997 -1.863 -0.1 -0.1 0.0 0.21
C -0.681 -2.929 -1.912 0.1 -0.3 0.0 -0.64
C -1.711 -2.641 -0.847 0.0 0.3 0.0 -0.07
O -2.450 -3.822 -0.460 0.0 0.0 0.0 -0.50
C -1.808 -4.663 0.344 0.0 0.0 0.1 0.98
O -0.705 -4.525 0.802 -0.1 0.0 0.0 -0.63
O -2.613 -5.711 0.576 0.0 0.0 0.0 -0.51
C -2.020 -6.728 1.387 -0.1 0.0 0.0 -0.26
H -1.142 -3.417 -2.772 0.0 0.1 0.0 0.20
H -0.215 -1.998 -2.237 0.0 0.0 0.0 0.23
H 0.104 -3.583 -1.535 0.0 0.1 0.1 0.23
H -2.476 -1.963 -1.221 -0.1 -0.1 0.0 0.18
H -1.256 -2.188 0.033 0.0 -0.1 0.0 0.20
H -1.642 -6.310 2.318 0.0 0.0 0.0 0.20
H -1.205 -7.215 0.853 0.0 0.0 0.0 0.19
H -2.814 -7.442 1.589 0.0 0.0 0.0 0.19
```
Forces are in eV/Å.

* multiplicity: 1
* LUMO energy: 0.09003 Eh
* HOMO: -2.729 eV
* total charge: -1
* gap between HOMO and LUMO: 0.19032 hartree

***

# 2
Computed, not measured: a cluster of 7 separate species, C11H23N3O8 in total in a non-equilibrium geometry, with ωB97M-V/def2-TZVPD.

Geometry as XYZ:
```
45
Properties=species:S:1:pos:R:3:forces:R:3:nbo_charge:R:1
N 4.686 -2.698 0.391 0.5 -0.1 -0.3 -0.64
C 4.621 -3.018 -0.837 -0.5 0.4 0.1 0.15
C 3.331 -2.714 -1.604 0.0 -0.4 0.2 -0.52
C 2.497 -1.590 -0.990 0.1 -0.3 -0.4 0.19
C 3.119 -0.346 -0.616 0.9 0.2 -0.1 0.02
N 2.518 0.689 -0.080 -0.5 -1.8 -0.5 -0.37
C 1.176 0.436 0.075 -0.8 1.4 0.6 0.07
C 0.360 1.466 0.636 -0.2 0.3 0.3 -0.18
C -0.990 1.316 0.788 -0.9 -0.6 -0.1 -0.21
C -1.650 0.100 0.396 0.6 0.1 -0.3 -0.05
C -3.154 -0.138 0.555 0.9 -0.5 0.9 -0.12
O -3.606 -1.187 -0.305 -0.4 0.9 -0.6 -0.29
O -3.576 -2.359 0.493 0.1 -0.7 0.9 -0.46
C -0.871 -0.903 -0.127 -0.1 -0.1 0.0 -0.23
C 0.532 -0.751 -0.313 -0.4 -0.5 0.1 0.18
N 1.212 -1.808 -0.863 0.7 0.8 0.3 -0.38
H 5.604 -2.955 0.765 -0.2 0.0 0.0 0.34
H 5.455 -3.525 -1.357 -0.5 0.2 0.0 0.17
H 3.498 -2.564 -2.685 0.1 0.1 0.5 0.24
H 2.707 -3.626 -1.539 0.2 0.4 -0.1 0.26
H 4.201 -0.258 -0.784 -0.4 0.0 0.1 0.20
H 0.780 2.422 0.964 0.2 -0.5 -0.3 0.24
H -1.615 2.116 1.190 0.4 -0.1 -0.1 0.24
H -3.766 0.768 0.423 0.2 -0.3 -0.2 0.21
H -3.308 -0.519 1.582 -0.2 0.4 -0.3 0.22
H -3.725 -3.096 -0.119 0.0 0.5 -0.3 0.47
H -1.323 -1.854 -0.415 0.3 0.3 0.0 0.23
O -6.502 0.701 -0.705 0.1 -0.1 0.1 -0.94
H -7.168 0.098 -0.359 0.0 0.0 0.0 0.47
H -5.667 0.251 -0.531 0.0 -0.1 -0.1 0.47
O -2.431 3.570 -0.831 0.2 -0.1 0.1 -0.95
H -2.415 4.379 -1.354 -0.2 0.0 0.0 0.49
H -2.772 2.908 -1.441 0.0 0.1 -0.1 0.47
O -4.351 5.553 -2.032 -0.1 0.2 0.0 -0.95
H -4.391 6.280 -1.402 0.0 0.0 0.0 0.47
H -5.240 5.509 -2.397 0.0 -0.1 0.0 0.48
O 3.960 -0.094 2.822 0.1 -0.3 0.0 -0.96
H 3.572 0.142 1.972 -0.1 0.2 0.0 0.49
H 4.218 -1.016 2.703 0.1 0.1 -0.3 0.47
O -0.535 0.947 -2.786 -0.1 0.0 -0.1 -0.94
H -0.703 0.957 -1.836 0.0 0.1 0.0 0.47
H -1.053 0.201 -3.106 0.0 0.0 0.0 0.47
O 4.296 -1.038 5.539 -0.1 -0.2 -0.1 -0.95
H 3.918 -0.796 4.680 0.0 0.3 0.2 0.49
H 4.547 -1.961 5.440 0.0 0.0 0.1 0.46
```
Forces are in eV/Å.

* multiplicity: 1
* energy above the lowest of the compared OMol25 structures with the same formula, charge and spin: 0.0 kcal/mol
* SMILES: [H]/N=C/Cc1cnc2ccc(COO)cc2n1.O.O.O.O.O.O
* LUMO energy: -0.00851 Eh
* HOMO: -9.191 eV
* total charge: 0
* gap between HOMO and LUMO: 0.32924 hartree

***

# 3
Computed, not measured: a structure of composition C11H24ClCuN3NbO5 in a non-equilibrium geometry, with ωB97M-V/def2-TZVPD.

Geometry as XYZ:
```
46
Properties=species:S:1:pos:R:3:forces:R:3:nbo_charge:R:1
N 1.792 -0.326 -0.058 -0.2 0.2 -0.8 -0.96
C 2.956 -0.714 0.042 1.0 -1.6 3.7 0.74
O 3.968 -1.138 0.490 -1.5 0.9 -1.8 -0.40
Cu 2.556 0.442 -1.707 -0.2 0.4 -0.7 0.97
Nb -0.333 0.000 0.031 2.8 -0.9 -3.8 1.91
N -0.657 -1.615 -1.187 0.1 3.0 0.8 -0.59
N -0.270 1.738 -0.867 -1.4 -2.5 0.8 -0.57
C -0.460 -3.024 -0.840 -0.5 -1.2 0.1 0.10
C 0.385 3.025 -1.022 0.6 1.0 -0.5 0.09
C 0.730 -3.560 -1.640 0.3 0.1 -0.5 -0.61
C -1.736 -3.820 -1.132 -0.5 -0.4 -0.1 -0.64
C -0.107 -3.194 0.634 -0.1 0.3 -0.4 -0.64
C 0.079 3.575 -2.421 0.0 0.1 -0.3 -0.62
C -0.105 3.962 0.078 0.0 0.1 0.3 -0.62
C 1.896 2.909 -0.821 -0.2 0.0 0.3 -0.55
H 0.521 -3.658 -2.721 0.2 0.0 0.6 0.23
H 1.043 -4.550 -1.266 -0.2 0.5 -0.1 0.26
H 1.551 -2.835 -1.501 0.0 -0.5 -0.2 0.19
H -2.597 -3.389 -0.609 0.1 0.1 -0.1 0.22
H -1.640 -4.839 -0.749 0.2 0.1 0.0 0.25
H -1.990 -3.935 -2.196 0.2 0.3 0.3 0.23
H 0.845 -2.668 0.820 -0.2 -0.3 0.3 0.21
H 0.044 -4.277 0.791 -0.1 0.7 0.3 0.27
H -0.924 -2.822 1.275 0.3 -0.3 -0.1 0.22
H 0.386 2.861 -3.201 -0.1 0.2 0.2 0.21
H 0.635 4.510 -2.590 -0.2 -0.3 0.1 0.25
H -0.989 3.790 -2.563 0.3 0.0 0.1 0.23
H -1.143 4.272 -0.068 0.2 0.1 0.1 0.23
H 0.521 4.861 0.116 -0.2 -0.1 -0.1 0.26
H 0.006 3.444 1.037 -0.2 0.2 0.0 0.22
H 2.097 2.557 0.203 0.2 0.0 -0.4 0.24
H 2.332 3.919 -0.939 0.0 -0.7 -0.1 0.28
H 2.379 2.244 -1.594 -0.1 0.7 0.1 0.08
C -1.758 1.753 -0.936 0.0 0.5 -0.9 -0.44
H -2.206 0.900 -0.346 -0.3 0.2 -0.7 0.24
H -2.198 2.650 -0.450 0.3 -0.7 -0.1 0.28
H -2.094 1.661 -1.986 0.0 0.0 0.6 0.25
C -0.966 -1.376 -2.600 -0.2 0.1 -0.9 -0.46
H -2.049 -1.405 -2.825 0.4 0.1 0.3 0.24
H -0.555 -0.409 -2.950 -0.3 -0.3 0.2 0.20
H -0.530 -2.145 -3.259 -0.1 0.3 0.5 0.24
O 0.008 -1.357 2.959 -0.4 2.9 -0.4 -0.58
Cl -0.153 0.094 2.940 0.3 0.0 1.9 2.23
O -0.834 0.656 4.087 1.3 -0.9 -2.8 -0.51
O 1.069 0.810 2.453 -3.3 -1.4 0.6 -0.62
O -1.506 0.422 1.394 1.4 -1.0 3.6 -0.77
```
Forces are in eV/Å.

* multiplicity: 1
* energy above the lowest of the compared OMol25 structures with the same formula, charge and spin: 0.0 kcal/mol
* LUMO energy (spin up / spin down): -0.38301 / -0.38300 Eh
* HOMO (spin up / spin down): -15.929 / -15.930 eV
* total charge: +2
* gap between HOMO and LUMO (spin up / spin down): 0.20237 / 0.20243 hartree

***

# 4
Computed, not measured: a cluster of 2 separate species, C11H24F3NO2PS in total, with ωB97M-V/def2-TZVPD.

Geometry as XYZ:
```
43
Properties=species:S:1:pos:R:3:forces:R:3:nbo_charge:R:1
C -2.093 -0.756 -0.364 -0.1 0.0 0.0 -0.61
C -2.572 -0.309 -1.742 0.0 0.0 0.0 -0.40
C -1.496 -0.409 -2.824 0.0 0.0 -0.2 -0.43
C -0.430 0.703 -2.773 0.1 0.1 -0.1 -0.23
N 0.968 0.228 -2.587 -0.2 -0.1 0.1 -0.93
P 1.438 -0.285 -1.103 0.0 0.1 -0.3 1.32
C 3.207 -0.599 -1.002 0.1 -0.1 0.1 -0.75
C 3.612 -2.085 -0.953 0.0 0.1 0.0 -0.41
C 3.592 -2.768 -2.317 0.1 0.0 0.0 -0.51
S 1.870 -3.115 -2.814 0.0 0.1 0.0 -0.06
H -1.695 -1.777 -0.405 0.0 0.1 0.0 0.20
H -2.916 -0.753 0.353 0.1 0.0 0.0 0.23
H -1.326 -0.092 0.048 0.0 0.0 0.0 0.19
H -3.426 -0.922 -2.044 0.1 0.0 0.1 0.22
H -2.940 0.724 -1.697 0.0 -0.1 0.0 0.21
H -1.002 -1.390 -2.766 -0.1 0.1 0.0 0.20
H -1.976 -0.378 -3.806 0.1 0.0 0.1 0.23
H -0.418 1.264 -3.709 0.0 0.0 0.1 0.23
H -0.633 1.431 -1.980 0.0 -0.1 0.0 0.21
H 1.235 -0.427 -3.316 0.1 0.0 0.0 0.42
H 1.113 0.766 -0.249 -0.1 0.0 0.0 0.03
H 0.759 -1.405 -0.613 0.0 0.0 0.2 -0.01
H 3.687 -0.084 -1.840 -0.1 0.0 0.1 0.27
H 3.524 -0.080 -0.090 0.0 -0.1 -0.1 0.28
H 4.627 -2.152 -0.550 -0.1 0.1 0.0 0.25
H 2.970 -2.619 -0.242 0.1 0.0 -0.1 0.22
H 4.039 -2.126 -3.079 0.0 -0.1 0.1 0.23
H 4.158 -3.699 -2.285 -0.1 0.1 0.0 0.24
H 2.040 -2.982 -4.135 0.0 0.0 0.0 0.15
C -3.374 1.216 4.007 0.1 0.0 0.0 -0.64
C -2.579 2.481 4.218 -0.1 0.1 0.0 -0.08
O -1.149 2.212 4.202 0.0 -0.1 0.0 -0.46
C -0.581 2.080 3.029 0.2 0.1 0.0 0.70
O -1.079 2.168 1.942 -0.1 -0.1 -0.1 -0.57
C 0.937 1.828 3.212 -0.2 0.1 -0.1 0.90
F 1.174 0.806 4.027 0.0 -0.1 0.1 -0.30
F 1.537 2.910 3.689 0.1 0.1 0.1 -0.29
F 1.491 1.544 2.018 0.1 -0.1 0.0 -0.34
H -3.117 0.471 4.759 0.0 0.0 0.0 0.22
H -4.436 1.443 4.097 0.0 0.0 0.0 0.23
H -3.196 0.798 3.017 0.0 0.0 0.0 0.22
H -2.751 2.903 5.204 0.0 0.0 0.0 0.21
H -2.794 3.237 3.464 0.0 0.0 0.0 0.20
```
Forces are in eV/Å.

* multiplicity: 1
* energy above the lowest of the compared OMol25 structures with the same formula, charge and spin: 0.0 kcal/mol
* LUMO energy: -0.08426 Eh
* HOMO: -12.882 eV
* total charge: +1
* gap between HOMO and LUMO: 0.38915 hartree

***

# 5
Computed, not measured: the ion C11H24FN2O with charge +1 in a non-equilibrium geometry, with ωB97M-V/def2-TZVPD.

Geometry as XYZ:
```
39
Properties=species:S:1:pos:R:3:forces:R:3:nbo_charge:R:1
C 3.323 -1.150 1.561 0.1 0.3 -1.0 -0.68
C 1.748 -0.718 1.197 1.6 -2.7 2.9 0.35
F 1.036 -2.015 0.929 1.5 3.7 0.0 -0.36
N 1.676 0.260 0.031 0.5 -0.7 0.3 -0.44
C 2.355 -0.361 -1.198 1.2 -1.4 -2.5 -0.30
C 2.012 0.406 -2.606 0.5 0.3 -0.7 -0.10
O 0.621 0.866 -2.745 1.6 0.8 1.9 -0.52
C 0.398 1.743 -1.585 0.1 -0.7 0.6 -0.10
C 0.234 0.720 -0.272 -1.0 1.8 -0.7 -0.08
C -0.428 1.630 0.917 0.4 0.8 0.4 -0.46
C -2.061 1.616 0.996 -0.3 1.0 0.0 -0.42
C -2.831 0.995 -0.306 -1.4 0.0 0.0 -0.44
C -3.114 -0.616 -0.263 0.5 -0.7 -0.4 -0.43
C -2.388 -1.431 0.956 -0.7 0.3 0.6 -0.23
N -2.317 -2.898 0.581 1.5 0.7 -0.1 -0.83
H 3.430 -1.572 2.648 -0.5 1.0 -2.2 0.28
H 3.683 -1.968 0.797 -0.8 1.6 1.6 0.25
H 4.054 -0.220 1.415 -1.7 -1.9 0.5 0.23
H 1.304 -0.311 2.200 0.4 -0.5 -2.5 0.24
H 2.291 1.088 0.287 -1.1 -1.0 -0.1 0.46
H 3.545 -0.357 -1.103 -2.7 0.2 0.2 0.26
H 2.067 -1.499 -1.355 0.2 2.5 0.9 0.27
H 2.711 1.347 -2.740 -1.2 -1.9 0.3 0.20
H 2.225 -0.343 -3.491 -0.5 1.5 1.9 0.25
H 1.343 2.460 -1.459 -1.9 -1.4 0.0 0.18
H -0.539 2.440 -1.664 1.7 -1.7 -0.2 0.25
H -0.351 -0.256 -0.545 1.0 2.0 0.5 0.28
H -0.101 2.756 0.693 -0.5 -2.5 0.5 0.23
H -0.028 1.402 2.001 -0.6 0.2 -2.3 0.23
H -2.404 2.758 1.072 0.8 -2.5 -0.1 0.24
H -2.377 1.139 2.034 0.5 0.7 -2.5 0.24
H -2.332 1.234 -1.345 -0.8 -0.2 2.3 0.21
H -3.902 1.521 -0.343 2.4 -1.1 0.1 0.24
H -2.738 -1.101 -1.286 -0.8 1.0 2.1 0.20
H -4.265 -0.828 -0.212 2.3 0.4 0.0 0.24
H -1.317 -1.059 1.244 -1.9 -0.2 -0.6 0.15
H -3.071 -1.283 1.922 1.5 -0.5 -2.0 0.21
H -1.693 -2.947 -0.280 -1.1 -0.1 1.4 0.34
H -1.799 -3.449 1.318 -0.8 1.0 -1.0 0.37
```
Forces are in eV/Å.

* multiplicity: 1
* SMILES: C[C@H](F)[N@H+]1CCOC[C@@H]1CCCCCN
* LUMO energy: -0.11233 Eh
* HOMO: -11.936 eV
* total charge: +1
* gap between HOMO and LUMO: 0.32630 hartree

***

total charge of number 3 (C11H24ClCuN3NbO5)?
+2

***

Repeat the third record exactly.
Computed, not measured: a structure of composition C11H24ClCuN3NbO5 in a non-equilibrium geometry, with ωB97M-V/def2-TZVPD.

Geometry as XYZ:
```
46
Properties=species:S:1:pos:R:3:forces:R:3:nbo_charge:R:1
N 1.792 -0.326 -0.058 -0.2 0.2 -0.8 -0.96
C 2.956 -0.714 0.042 1.0 -1.6 3.7 0.74
O 3.968 -1.138 0.490 -1.5 0.9 -1.8 -0.40
Cu 2.556 0.442 -1.707 -0.2 0.4 -0.7 0.97
Nb -0.333 0.000 0.031 2.8 -0.9 -3.8 1.91
N -0.657 -1.615 -1.187 0.1 3.0 0.8 -0.59
N -0.270 1.738 -0.867 -1.4 -2.5 0.8 -0.57
C -0.460 -3.024 -0.840 -0.5 -1.2 0.1 0.10
C 0.385 3.025 -1.022 0.6 1.0 -0.5 0.09
C 0.730 -3.560 -1.640 0.3 0.1 -0.5 -0.61
C -1.736 -3.820 -1.132 -0.5 -0.4 -0.1 -0.64
C -0.107 -3.194 0.634 -0.1 0.3 -0.4 -0.64
C 0.079 3.575 -2.421 0.0 0.1 -0.3 -0.62
C -0.105 3.962 0.078 0.0 0.1 0.3 -0.62
C 1.896 2.909 -0.821 -0.2 0.0 0.3 -0.55
H 0.521 -3.658 -2.721 0.2 0.0 0.6 0.23
H 1.043 -4.550 -1.266 -0.2 0.5 -0.1 0.26
H 1.551 -2.835 -1.501 0.0 -0.5 -0.2 0.19
H -2.597 -3.389 -0.609 0.1 0.1 -0.1 0.22
H -1.640 -4.839 -0.749 0.2 0.1 0.0 0.25
H -1.990 -3.935 -2.196 0.2 0.3 0.3 0.23
H 0.845 -2.668 0.820 -0.2 -0.3 0.3 0.21
H 0.044 -4.277 0.791 -0.1 0.7 0.3 0.27
H -0.924 -2.822 1.275 0.3 -0.3 -0.1 0.22
H 0.386 2.861 -3.201 -0.1 0.2 0.2 0.21
H 0.635 4.510 -2.590 -0.2 -0.3 0.1 0.25
H -0.989 3.790 -2.563 0.3 0.0 0.1 0.23
H -1.143 4.272 -0.068 0.2 0.1 0.1 0.23
H 0.521 4.861 0.116 -0.2 -0.1 -0.1 0.26
H 0.006 3.444 1.037 -0.2 0.2 0.0 0.22
H 2.097 2.557 0.203 0.2 0.0 -0.4 0.24
H 2.332 3.919 -0.939 0.0 -0.7 -0.1 0.28
H 2.379 2.244 -1.594 -0.1 0.7 0.1 0.08
C -1.758 1.753 -0.936 0.0 0.5 -0.9 -0.44
H -2.206 0.900 -0.346 -0.3 0.2 -0.7 0.24
H -2.198 2.650 -0.450 0.3 -0.7 -0.1 0.28
H -2.094 1.661 -1.986 0.0 0.0 0.6 0.25
C -0.966 -1.376 -2.600 -0.2 0.1 -0.9 -0.46
H -2.049 -1.405 -2.825 0.4 0.1 0.3 0.24
H -0.555 -0.409 -2.950 -0.3 -0.3 0.2 0.20
H -0.530 -2.145 -3.259 -0.1 0.3 0.5 0.24
O 0.008 -1.357 2.959 -0.4 2.9 -0.4 -0.58
Cl -0.153 0.094 2.940 0.3 0.0 1.9 2.23
O -0.834 0.656 4.087 1.3 -0.9 -2.8 -0.51
O 1.069 0.810 2.453 -3.3 -1.4 0.6 -0.62
O -1.506 0.422 1.394 1.4 -1.0 3.6 -0.77
```
Forces are in eV/Å.

* multiplicity: 1
* energy above the lowest of the compared OMol25 structures with the same formula, charge and spin: 0.0 kcal/mol
* LUMO energy (spin up / spin down): -0.38301 / -0.38300 Eh
* HOMO (spin up / spin down): -15.929 / -15.930 eV
* total charge: +2
* gap between HOMO and LUMO (spin up / spin down): 0.20237 / 0.20243 hartree

***

total charge of number 5 (C11H24FN2O)?
+1